Entry 1:
{
  "formula": "C50H70N11O2PW",
  "method": "ωB97M-V/def2-TZVPD",
  "elements": ["W", "C", "C", "C", "C", "C", "C", "C", "C", "C", "C", "N", "C", "C", "C", "C", "C", "N", "H", "H", "H", "H", "H", "H", "H", "H", "H", "H", "H", "H", "H", "H", "H", "H", "H", "C", "O", "C", "C", "C", "C", "C", "C", "N", "N", "C", "C", "C", "C", "O", "C", "N", "C", "C", "C", "C", "H", "H", "H", "H", "H", "H", "H", "H", "H", "H", "H", "H", "N", "C", "C", "N", "C", "C", "H", "H", "H", "H", "H", "H", "H", "H", "H", "H", "H", "N", "P", "N", "C", "C", "C", "C", "C", "N", "C", "C", "C", "C", "C", "N", "C", "C", "C", "C", "C", "H", "H", "H", "H", "H", "H", "H", "H", "H", "H", "H", "H", "H", "H", "H", "H", "H", "H", "H", "H", "H", "H", "H", "H", "H", "H", "H", "H", "H", "H"],
  "positions_angstrom": [[0.88270, 1.10571, 0.27789], [6.48488, 1.28058, 1.58391], [5.41858, 0.49924, 0.81252], [4.61095, -0.41675, 1.70367], [5.24065, -1.56663, 2.18696], [4.60996, -2.42403, 3.06603], [3.32685, -2.12740, 3.50391], [2.65615, -1.00378, 3.04300], [1.34247, -0.63630, 3.68541], [1.54737, 0.34976, 4.84052], [3.29654, -0.17219, 2.11087], [2.61164, 0.99721, 1.60765], [3.15742, 2.13449, 1.91036], [2.73725, 3.27722, 1.21802], [3.07299, 4.62681, 1.23121], [2.32285, 5.22178, 0.21016], [1.56699, 4.20779, -0.37868], [1.81541, 3.02878, 0.21930], [7.09449, 1.87478, 0.90166], [7.14933, 0.60292, 2.12326], [6.05058, 1.96043, 2.32183], [5.92672, -0.11847, 0.07147], [4.78087, 1.18088, 0.25017], [6.25559, -1.77702, 1.86331], [5.11955, -3.31176, 3.42359], [2.83903, -2.77070, 4.23048], [0.88070, -1.54452, 4.08024], [0.66090, -0.22912, 2.94850], [2.18217, -0.08855, 5.61200], [0.59566, 0.61447, 5.31806], [2.04127, 1.26648, 4.50020], [3.95477, 2.16146, 2.64916], [3.78447, 5.10614, 1.89266], [2.33755, 6.25814, -0.09318], [0.87104, 4.27168, -1.19916], [-5.30674, -1.71870, -5.94049], [-5.71659, -2.29662, -4.70660], [-5.91860, -1.47068, -3.66088], [-5.66893, -0.10353, -3.68274], [-5.87523, 0.65533, -2.53399], [-6.36584, 0.05861, -1.38647], [-6.68915, -1.29897, -1.39471], [-6.43212, -2.06816, -2.50768], [-6.73990, 0.77456, -0.19521], [-5.95071, 1.54307, 0.37147], [-4.57928, 1.66489, -0.08608], [-4.12679, 2.73140, -0.80480], [-2.73985, 2.96358, -1.00410], [-1.83115, 2.12312, -0.43800], [-0.49993, 2.25651, -0.51111], [-2.28198, 1.03421, 0.33232], [-1.30500, 0.29495, 0.90860], [-1.65295, -0.74595, 1.63135], [-2.99618, -1.09210, 1.86698], [-3.99065, -0.32622, 1.32448], [-3.64752, 0.77952, 0.51527], [-5.23589, -2.53844, -6.64566], [-4.33212, -1.23545, -5.84548], [-6.04144, -0.99524, -6.29699], [-5.32465, 0.38586, -4.58341], [-5.70976, 1.72275, -2.57345], [-7.15068, -1.73449, -0.51594], [-6.66298, -3.12641, -2.52776], [-4.84029, 3.43560, -1.21571], [-2.40564, 3.81387, -1.58646], [-0.84635, -1.32609, 2.06985], [-3.22240, -1.95445, 2.48066], [-5.03359, -0.55960, 1.50492], [-1.52314, 4.39860, 4.95782], [-2.25558, 3.17495, 4.45574], [-1.73917, 2.83344, 3.06680], [-0.29476, 2.64336, 3.01217], [0.40935, 3.80035, 3.54978], [-0.02590, 4.17946, 4.95716], [-1.84729, 4.65277, 5.88706], [-1.74101, 5.18626, 4.34831], [-3.32101, 3.39557, 4.46481], [-2.04574, 2.38386, 5.17400], [-2.00492, 3.63784, 2.37055], [-2.25293, 1.93959, 2.72232], [-0.02249, 1.80269, 3.50399], [0.24835, 4.64642, 2.87092], [1.47716, 3.61932, 3.55420], [0.44455, 5.09492, 5.30976], [0.16284, 3.37866, 5.67063], [1.07587, -0.54216, -0.44851], [1.00693, -1.64912, -1.63258], [1.00224, -3.16758, -1.04324], [-0.01884, -3.56691, -0.06403], [0.59174, -3.71611, 1.32244], [1.77484, -4.68383, 1.29143], [2.79769, -4.25404, 0.23954], [2.12722, -4.10925, -1.11565], [2.28711, -1.49549, -2.62583], [3.60650, -1.10097, -2.10379], [3.90839, 0.35953, -2.42517], [3.74520, 0.64986, -3.91623], [2.36614, 0.21406, -4.40174], [2.14083, -1.25203, -4.06956], [-0.38584, -1.50400, -2.46413], [-1.01287, -0.21700, -2.80024], [-2.54394, -0.37210, -2.86984], [-2.99696, -1.59040, -2.07215], [-2.42473, -2.86745, -2.70391], [-0.99447, -2.61707, -3.21452], [-0.44870, -4.52030, -0.39384], [-0.82619, -2.83032, -0.07502], [-0.17057, -4.05779, 2.02965], [0.93938, -2.72859, 1.64663], [1.41119, -5.68900, 1.04805], [2.23830, -4.75197, 2.27592], [3.61292, -4.97848, 0.17012], [3.23639, -3.29262, 0.52199], [1.71884, -5.07678, -1.43185], [2.82003, -3.78570, -1.88759], [4.35719, -1.75175, -2.56681], [3.64042, -1.28448, -1.02732], [4.92172, 0.59347, -2.10726], [3.22840, 0.99674, -1.85149], [4.50935, 0.10010, -4.47743], [3.91256, 1.70928, -4.11534], [2.26524, 0.36274, -5.47908], [1.59271, 0.81697, -3.91256], [2.89329, -1.86410, -4.57946], [1.16538, -1.60372, -4.40721], [-0.62543, 0.14387, -3.75956], [-0.73341, 0.50900, -2.05466], [-2.86561, -0.48813, -3.90909], [-3.01991, 0.54194, -2.50516], [-4.08801, -1.63669, -2.03004], [-2.64315, -1.49751, -1.04079], [-3.05109, -3.17924, -3.54304], [-2.43364, -3.68767, -1.98335], [-1.01105, -2.33726, -4.27328], [-0.37334, -3.50428, -3.12862]],
  "total_energy_ev": -84576.473,
  "fmax_ev_per_a": 1.90,
  "e_above_lowest_kj_mol": 82.9,
  "total_charge": 2,
  "orbital_gap_ev": [6.44, 6.42]
}

=====

Entry 2:
{
  "formula": "C27H71InN5O8",
  "method": "ωB97M-V/def2-TZVPD",
  "elements": ["C", "C", "C", "C", "O", "In", "C", "O", "C", "C", "O", "H", "H", "H", "H", "H", "H", "H", "H", "H", "H", "H", "H", "H", "H", "H", "H", "C", "C", "C", "O", "C", "N", "H", "H", "H", "H", "H", "H", "H", "H", "H", "H", "H", "C", "C", "C", "O", "C", "N", "H", "H", "H", "H", "H", "H", "H", "H", "H", "H", "H", "C", "C", "C", "O", "C", "N", "H", "H", "H", "H", "H", "H", "H", "H", "H", "H", "H", "C", "C", "C", "O", "C", "N", "H", "H", "H", "H", "H", "H", "H", "H", "H", "H", "H", "C", "C", "C", "O", "C", "N", "H", "H", "H", "H", "H", "H", "H", "H", "H", "H", "H"],
  "positions_angstrom": [[1.09564, 3.69512, 4.36420], [-0.27937, 3.55604, 3.70459], [-0.26448, 2.73841, 2.42498], [-0.47913, 1.21339, 2.62356], [-0.65271, 0.84724, 3.96083], [0.54835, -0.85988, 4.35752], [2.65715, -0.06939, 4.36173], [3.40726, -0.60965, 3.20545], [4.44923, -1.40021, 3.53709], [5.75230, -0.92326, 2.93716], [4.36517, -2.39774, 4.24792], [1.25807, 2.83392, 5.00176], [1.13626, 4.58439, 4.98783], [1.88723, 3.76326, 3.62609], [-0.95042, 3.13208, 4.43939], [-0.64724, 4.55333, 3.46040], [-1.05815, 3.11698, 1.78352], [0.66122, 2.91000, 1.88029], [-1.35288, 0.90917, 2.03051], [0.38034, 0.70204, 2.17913], [0.30931, -1.91046, 2.93026], [0.09452, -1.69017, 5.85760], [2.66633, 1.00688, 4.22720], [3.17918, -0.28953, 5.28779], [5.56190, -0.23380, 2.12831], [6.29072, -0.39989, 3.72093], [6.34478, -1.75470, 2.57969], [-5.64079, 5.22424, 0.70130], [-4.53127, 5.70703, 1.63009], [-3.32085, 4.76608, 1.69813], [-3.51773, 3.60649, 2.47245], [-4.16332, 2.53384, 1.81812], [-5.10007, 5.97342, 2.95488], [-6.22503, 4.42191, 1.15101], [-6.32957, 6.04095, 0.48382], [-5.23428, 4.86293, -0.24552], [-4.16381, 6.65793, 1.23142], [-2.50321, 5.30192, 2.18752], [-2.96964, 4.49848, 0.69123], [-3.89306, 2.49164, 0.75774], [-5.25144, 2.59556, 1.91766], [-3.82921, 1.61569, 2.30043], [-4.38947, 6.40152, 3.54062], [-5.27683, 5.07497, 3.39572], [-2.40110, 3.33701, -4.84543], [-1.34117, 4.29572, -4.31267], [-0.27204, 3.62117, -3.44122], [-0.69254, 3.29734, -2.13696], [-1.41024, 2.08074, -2.01198], [-2.00567, 5.40239, -3.61800], [-3.12520, 3.06616, -4.07794], [-2.95488, 3.80639, -5.65859], [-1.94902, 2.42000, -5.22815], [-0.81758, 4.71595, -5.17726], [0.55168, 4.32899, -3.31201], [0.14066, 2.73406, -3.94138], [-1.04308, 1.32132, -2.70806], [-2.48173, 2.23700, -2.16752], [-1.26785, 1.71550, -0.99570], [-1.31349, 6.10012, -3.36220], [-2.34241, 5.04612, -2.72769], [-1.49732, -4.32753, -2.89001], [-0.37190, -3.30074, -2.85290], [-0.18004, -2.65145, -1.47568], [-1.15065, -1.68121, -1.14431], [-2.36675, -2.20000, -0.63949], [-0.59530, -2.30966, -3.91185], [-2.47746, -3.85326, -2.91402], [-1.41768, -4.94794, -3.78434], [-1.46210, -4.98425, -2.01860], [0.56128, -3.82397, -3.08331], [0.77366, -2.11785, -1.48238], [-0.11193, -3.40804, -0.68435], [-2.20458, -3.09814, -0.03743], [-3.07576, -2.41996, -1.44353], [-2.81074, -1.43567, -0.00220], [0.20828, -1.69014, -3.95972], [-1.35721, -1.70950, -3.60783], [9.17107, -1.45786, -0.04848], [9.10979, 0.06495, -0.11753], [10.43910, 0.75451, 0.22131], [10.75866, 0.78741, 1.59730], [11.34776, -0.39017, 2.11302], [8.00400, 0.52911, 0.72130], [9.15064, -1.81866, 0.97945], [8.30818, -1.88862, -0.55483], [10.07339, -1.84152, -0.52997], [8.87584, 0.33564, -1.15179], [10.36313, 1.80223, -0.08083], [11.26793, 0.31287, -0.34958], [11.99748, -0.86895, 1.37403], [10.59274, -1.10354, 2.45126], [11.95035, -0.10376, 2.97453], [7.87757, 1.52888, 0.59320], [8.28872, 0.43504, 1.69227], [-6.38461, -7.93530, -2.46270], [-5.74857, -6.94384, -3.43180], [-4.44682, -6.31617, -2.91507], [-4.62084, -5.31020, -1.93966], [-4.79678, -5.76582, -0.61127], [-6.74502, -5.93475, -3.80163], [-6.89529, -7.43085, -1.64302], [-7.12899, -8.53935, -2.98102], [-5.63760, -8.60888, -2.03835], [-5.48671, -7.49683, -4.33900], [-3.95571, -5.81859, -3.75516], [-3.75336, -7.08612, -2.55040], [-4.20765, -6.66671, -0.41676], [-5.84872, -5.96163, -0.38865], [-4.45243, -4.97472, 0.05380], [-6.36559, -5.34173, -4.53361], [-6.86079, -5.31091, -3.00803]],
  "total_energy_ev": -58151.251,
  "fmax_ev_per_a": 1.77,
  "total_charge": -1,
  "orbital_gap_ev": 6.84
}

=====

Entry 3:
{
  "formula": "C4H12",
  "method": "ωB97M-V/def2-TZVPD",
  "elements": ["C", "C", "H", "H", "H", "H", "H", "H", "C", "C", "H", "H", "H", "H", "H", "H"],
  "positions_angstrom": [[0.61895, -0.47669, 1.09086], [0.85737, -1.58992, 2.16498], [1.38960, -0.64307, 0.33092], [-0.37508, -0.58731, 0.64480], [0.71144, 0.43648, 1.69838], [0.44523, -1.32580, 3.16278], [1.92502, -1.67566, 2.27495], [0.27027, -2.48356, 1.94250], [-0.35926, 1.65296, -1.38786], [-1.07313, 0.41164, -1.88359], [0.70603, 1.61414, -1.60883], [-0.80310, 2.53965, -1.88327], [-0.55727, 1.91935, -0.35250], [-1.68772, 0.64320, -2.75836], [-0.47680, -0.50493, -2.04783], [-1.92346, 0.04946, -1.28703]],
  "total_energy_ev": -4341.886,
  "fmax_ev_per_a": 1.88,
  "e_above_lowest_kj_mol": 62.0,
  "total_charge": 0,
  "smiles": "CC.CC",
  "orbital_gap_ev": 12.41
}